Record 1
ORCA calculation (wB97M-V/def2-TZVPD) on a cluster of 10 separate species, C30H72O34P4 in total at a distorted geometry.

```
140
Properties=species:S:1:pos:R:3:lowdin_charge:R:1
C -17.9064 -5.9368 25.4223 -0.014
O -16.8326 -5.7145 24.3915 -0.227
P -17.1955 -5.9036 22.9026 0.269
O -18.4690 -6.5727 22.6372 -0.222
O -17.1017 -4.5050 22.2061 -0.204
C -15.9948 -3.6191 22.0211 -0.067
O -15.9215 -6.6379 22.3427 -0.246
C -15.8037 -7.0243 20.9730 -0.073
H -18.2859 -6.9459 25.3987 0.080
H -18.7334 -5.2069 25.3097 0.103
H -17.3001 -5.7638 26.3639 0.074
H -15.6708 -3.7650 21.0193 0.079
H -15.2514 -3.8355 22.7446 0.055
H -16.3603 -2.6269 22.2515 0.087
H -14.7595 -6.7951 20.7445 0.072
H -16.4565 -6.3781 20.3416 0.103
H -16.0121 -8.1060 20.8780 0.105
C -12.8104 -8.3255 22.8484 -0.071
O -12.7467 -9.0003 24.1224 -0.244
P -12.8990 -8.1479 25.4771 0.331
O -12.9913 -6.7033 25.3338 -0.190
O -11.6792 -8.6066 26.3575 -0.220
C -10.7427 -9.6828 25.9311 -0.023
O -14.1102 -8.7435 26.2506 -0.227
C -15.4690 -8.5938 25.7662 -0.017
H -13.2321 -8.9911 22.0469 0.094
H -11.7904 -8.1138 22.5278 0.078
H -13.4838 -7.4737 22.9302 0.059
H -9.7362 -9.4993 26.3264 0.078
H -10.7513 -9.7511 24.8083 0.099
H -11.1372 -10.5397 26.5016 0.077
H -15.9659 -8.0511 26.5402 0.060
H -15.8238 -9.5932 25.6363 0.077
H -15.3401 -8.0091 24.8444 0.085
C -11.7384 -9.5587 16.5051 -0.063
O -11.0596 -8.9723 17.6304 -0.254
P -11.6409 -8.7675 19.1228 0.322
O -12.7380 -9.6914 19.4123 -0.235
O -12.0770 -7.2830 19.2536 -0.187
C -11.0921 -6.3304 18.8680 -0.090
O -10.2848 -8.8552 19.9293 -0.226
C -9.4444 -10.0643 19.8766 -0.011
H -11.4472 -8.9286 15.6985 0.075
H -12.8159 -9.4424 16.6236 0.092
H -11.3934 -10.5746 16.3753 0.088
H -11.6012 -5.4943 18.3761 0.102
H -10.3666 -6.7389 18.2197 0.064
H -10.5771 -5.9438 19.7706 0.086
H -9.4694 -10.4533 18.8854 0.075
H -9.7828 -10.7439 20.6406 0.090
H -8.5230 -9.5693 20.1139 0.078
C -16.6110 -4.9260 29.0908 -0.044
O -16.3409 -6.2852 28.5333 -0.276
P -15.2542 -7.2219 29.3187 0.351
O -15.1180 -7.0855 30.7584 -0.215
O -15.7159 -8.6100 28.7772 -0.255
C -16.9336 -9.2156 29.2665 -0.043
O -13.9577 -6.9271 28.4338 -0.223
C -12.7219 -6.7311 29.2237 -0.038
H -17.1959 -5.1962 29.9561 0.077
H -17.0875 -4.3463 28.3072 0.070
H -15.7039 -4.3692 29.4915 0.115
H -16.8792 -9.4151 30.3324 0.088
H -17.0707 -10.1122 28.6616 0.095
H -17.6412 -8.3986 29.0561 0.091
H -11.9879 -7.4842 28.8823 0.091
H -12.9666 -6.8320 30.2343 0.039
H -12.4055 -5.7014 29.0470 0.094
C -5.3585 -7.4894 19.2253 -0.028
O -5.9680 -7.3595 20.5240 -0.064
C -7.1627 -6.6847 20.4726 -0.546
O -7.7092 -6.2034 19.5176 0.142
O -7.6470 -6.5664 21.7540 -0.030
C -7.2338 -7.5150 22.7369 -0.045
H -5.2320 -6.4345 18.8247 0.120
H -5.9548 -8.0845 18.5588 0.089
H -4.3666 -7.8664 19.3642 0.083
H -6.5676 -8.1527 22.2401 0.062
H -8.1453 -8.0420 23.0893 0.098
H -6.8097 -7.0431 23.6625 0.109
C -13.4324 -11.3203 28.7488 0.006
O -13.0387 -11.8956 27.4636 -0.040
C -13.8870 -11.9322 26.4050 -0.584
O -15.0671 -11.6848 26.5022 0.104
O -13.1753 -12.3524 25.3572 0.000
C -13.7815 -12.2186 24.0752 -0.031
H -14.4660 -11.5834 28.9332 0.086
H -13.2092 -10.2532 28.7663 0.087
H -12.8069 -11.8030 29.5064 0.092
H -13.4784 -13.1312 23.5216 0.104
H -13.4362 -11.3418 23.5555 0.065
H -14.9049 -12.0743 24.1364 0.118
C -9.5371 -5.3672 25.2916 -0.023
O -10.3494 -4.4639 24.5313 0.016
C -10.8266 -4.9811 23.4054 -0.579
O -10.3834 -5.9997 22.8542 0.078
O -11.7952 -4.1797 22.9769 0.018
C -12.4155 -4.6105 21.7704 -0.017
H -10.2209 -6.0115 25.9176 0.107
H -8.8814 -4.7921 25.9233 0.089
H -8.9698 -6.0505 24.7015 0.056
H -13.1219 -3.8131 21.5071 0.093
H -12.9012 -5.5548 21.9352 0.076
H -11.6268 -4.6632 21.0176 0.070
C -7.5384 -2.7792 21.0724 -0.036
O -8.9167 -2.9525 20.8132 -0.007
C -9.4016 -2.1346 19.8739 -0.598
O -8.8618 -1.4022 19.1003 0.150
O -10.7238 -2.4454 19.8307 -0.038
C -11.5823 -1.4776 19.2038 -0.037
H -7.3737 -1.7443 21.4052 0.108
H -7.0431 -2.9993 20.1299 0.096
H -7.2386 -3.5560 21.7843 0.096
H -11.2954 -0.4509 19.4692 0.103
H -12.6142 -1.6082 19.5158 0.082
H -11.5800 -1.6506 18.1309 0.092
C -8.6714 -12.2329 28.3992 -0.023
O -9.3440 -11.9554 29.6278 0.019
C -9.2124 -10.7658 30.1545 -0.660
O -8.8757 -9.8115 29.5651 0.156
O -9.6394 -10.8329 31.4217 0.012
C -9.6749 -9.6793 32.2591 -0.031
H -8.5842 -11.3713 27.7768 0.069
H -9.1761 -13.0353 27.8389 0.105
H -7.7012 -12.6492 28.5850 0.088
H -9.5378 -9.9702 33.2972 0.098
H -10.5126 -9.0751 32.1146 0.072
H -8.8541 -9.0059 32.0621 0.090
C -14.6343 -4.2371 26.0225 -0.022
O -15.2570 -3.1538 26.7046 0.017
C -15.9848 -2.3335 25.9994 -0.606
O -16.1576 -2.2172 24.8176 0.124
O -16.6256 -1.5500 26.9247 -0.025
C -17.4388 -0.4566 26.3292 -0.013
H -15.1256 -5.1730 26.1646 0.062
H -13.6349 -4.3282 26.4527 0.097
H -14.4253 -3.9783 24.9966 0.086
H -17.9080 -0.6801 25.3993 0.072
H -16.7695 0.3903 26.2360 0.089
H -18.2675 -0.2545 27.0311 0.095
```

The calculated total energy comes out at -139055.2956 eV. Its SMILES is COP(=O)(OC)OC.COP(=O)(OC)OC.COP(=O)(OC)OC.COP(=O)(OC)OC.COC(=O)OC.COC(=O)OC.COC(=O)OC.COC(=O)OC.COC(=O)OC.COC(=O)OC. The calculation puts the LUMO energy at 0.3 eV. For the HOMO energy, the calculation gives -10.053 eV. The total charge is 0. The calculation puts the HOMO-LUMO gap at 0.381 Ha.

---

Record 2
ORCA calculation (wB97M-V/def2-TZVPD) on a cluster of 5 separate species, C5H21FN10O6S in total at a distorted geometry.

```
44
Properties=species:S:1:pos:R:3:lowdin_charge:R:1
N -1.4378 2.7739 2.2165 0.014
C -1.1502 1.4208 2.6386 -0.291
N -1.9318 0.4104 1.8805 -0.106
S -1.3812 0.0339 0.3653 0.576
O -2.4498 -0.5574 -0.3620 -0.240
O -0.1561 -0.7049 0.4279 -0.283
F -1.0839 1.4257 -0.2078 -0.098
H -2.0392 2.8295 1.4113 0.070
H -0.5962 3.3134 2.0921 0.077
H -0.0801 1.2104 2.6004 0.122
H -1.4616 1.3051 3.6739 0.119
H -1.8199 -0.4763 2.3662 0.115
C 2.8040 -3.7452 2.1934 -0.684
O 3.4231 -4.4781 2.9394 0.031
N 3.3635 -2.6270 1.6291 0.150
N 1.4948 -3.9681 1.8593 0.152
H 2.8655 -2.0002 1.0272 0.075
H 4.3212 -2.4332 1.8513 0.102
H 1.0483 -4.7696 2.2618 0.101
H 0.9714 -3.3759 1.2420 0.069
C 0.9957 -3.0093 -2.8643 -0.681
O 1.9304 -3.5293 -3.4410 0.036
N 1.1020 -2.4322 -1.6309 0.162
N -0.2631 -2.9511 -3.4167 0.140
H 0.3393 -1.9979 -1.1435 0.044
H 2.0066 -2.4511 -1.1994 0.092
H -0.3846 -3.3747 -4.3166 0.095
H -1.0519 -2.5279 -2.9635 0.095
C 0.3836 -0.2655 -7.0713 -0.685
O 0.9271 0.6865 -7.5996 0.024
N 0.7430 -0.7302 -5.8370 0.159
N -0.6400 -0.9499 -7.6777 0.141
H 0.3077 -1.5106 -5.3827 0.055
H 1.4905 -0.2538 -5.3696 0.105
H -0.9257 -0.6343 -8.5846 0.099
H -1.1020 -1.7371 -7.2668 0.084
C -0.9207 5.0181 4.9923 -0.685
O 0.0201 4.4246 4.4922 0.009
N -0.8162 5.6809 6.1848 0.147
N -2.1509 5.0526 4.4009 0.149
H -1.5760 6.1713 6.6149 0.090
H 0.0766 5.6669 6.6398 0.101
H -2.2543 4.5372 3.5434 0.065
H -2.9410 5.5292 4.7904 0.091
```

The calculated total energy comes out at -46267.8666 eV. Its SMILES is NCNS(=O)(=O)F.NC(N)=O.NC(N)=O.NC(N)=O.NC(N)=O. The calculation puts the LUMO energy at 0.0 eV. For the HOMO energy, the calculation gives -9.824 eV. The total charge is 0. The calculation puts the HOMO-LUMO gap at 0.362 Ha.

---

Please write out number 2 again, unchanged.
ORCA calculation (wB97M-V/def2-TZVPD) on a cluster of 5 separate species, C5H21FN10O6S in total at a distorted geometry.

```
44
Properties=species:S:1:pos:R:3:lowdin_charge:R:1
N -1.4378 2.7739 2.2165 0.014
C -1.1502 1.4208 2.6386 -0.291
N -1.9318 0.4104 1.8805 -0.106
S -1.3812 0.0339 0.3653 0.576
O -2.4498 -0.5574 -0.3620 -0.240
O -0.1561 -0.7049 0.4279 -0.283
F -1.0839 1.4257 -0.2078 -0.098
H -2.0392 2.8295 1.4113 0.070
H -0.5962 3.3134 2.0921 0.077
H -0.0801 1.2104 2.6004 0.122
H -1.4616 1.3051 3.6739 0.119
H -1.8199 -0.4763 2.3662 0.115
C 2.8040 -3.7452 2.1934 -0.684
O 3.4231 -4.4781 2.9394 0.031
N 3.3635 -2.6270 1.6291 0.150
N 1.4948 -3.9681 1.8593 0.152
H 2.8655 -2.0002 1.0272 0.075
H 4.3212 -2.4332 1.8513 0.102
H 1.0483 -4.7696 2.2618 0.101
H 0.9714 -3.3759 1.2420 0.069
C 0.9957 -3.0093 -2.8643 -0.681
O 1.9304 -3.5293 -3.4410 0.036
N 1.1020 -2.4322 -1.6309 0.162
N -0.2631 -2.9511 -3.4167 0.140
H 0.3393 -1.9979 -1.1435 0.044
H 2.0066 -2.4511 -1.1994 0.092
H -0.3846 -3.3747 -4.3166 0.095
H -1.0519 -2.5279 -2.9635 0.095
C 0.3836 -0.2655 -7.0713 -0.685
O 0.9271 0.6865 -7.5996 0.024
N 0.7430 -0.7302 -5.8370 0.159
N -0.6400 -0.9499 -7.6777 0.141
H 0.3077 -1.5106 -5.3827 0.055
H 1.4905 -0.2538 -5.3696 0.105
H -0.9257 -0.6343 -8.5846 0.099
H -1.1020 -1.7371 -7.2668 0.084
C -0.9207 5.0181 4.9923 -0.685
O 0.0201 4.4246 4.4922 0.009
N -0.8162 5.6809 6.1848 0.147
N -2.1509 5.0526 4.4009 0.149
H -1.5760 6.1713 6.6149 0.090
H 0.0766 5.6669 6.6398 0.101
H -2.2543 4.5372 3.5434 0.065
H -2.9410 5.5292 4.7904 0.091
```

The calculated total energy comes out at -46267.8666 eV. Its SMILES is NCNS(=O)(=O)F.NC(N)=O.NC(N)=O.NC(N)=O.NC(N)=O. The calculation puts the LUMO energy at 0.0 eV. For the HOMO energy, the calculation gives -9.824 eV. The total charge is 0. The calculation puts the HOMO-LUMO gap at 0.362 Ha.

---

Question: Among the records above, which one has the lowest calculated total energy?
Answer: C30H72O34P4

---

Question: What is the total charge in the first record?
Answer: 0